Here is C13H44Li2N14O18 as an isolated structure at a distorted geometry from OMol25. Energies are from the ωB97M-V functional and the def2-TZVPD basis.

Summary:
LUMO (alpha / beta) = 0.832 / 1.019 eV
DFT total energy = -2657.95797 Ha
<S²> = 0.75
Max |F| = 8.26 eV Å⁻¹
Multiplicity = 2
HOMO (alpha / beta) = -3.41 / -6.27 eV
Frontier orbital gap (alpha / beta) = 4.2 / 7.3 eV
Relative energy (zero: lowest compared OMol25 entry of this formula, charge and spin) = 1.6 kcal per mole
Charge = -1

Positions of all 91 atoms, in Å:
1 Li 5.8326 -1.9024 0.2882
2 Li 5.5215 -1.0508 -2.8545
3 C 1.4861 -0.4958 0.8460
4 C 2.5172 -0.7959 0.0231
5 C 2.5340 -0.3280 -1.4431
6 O 3.4826 -0.6450 -2.2649
7 C 1.5847 0.4615 -2.0213
8 C 0.3970 0.7520 -1.2501
9 C 0.3831 0.3272 0.3504
10 O -0.6315 0.5276 1.0437
11 O -0.6090 1.3154 -1.6860
12 O 3.5141 -1.3221 0.6441
13 H 1.5028 -0.8420 1.8689
14 H 1.4121 0.8083 -3.0294
15 C -3.1162 0.6221 -5.4188
16 O -3.6873 0.7029 -6.4875
17 N -2.1100 1.3009 -4.9647
18 N -3.4848 -0.2243 -4.5158
19 H -2.0633 1.3355 -3.9564
20 H -1.7628 2.0413 -5.5575
21 H -3.0615 -0.2565 -3.5994
22 H -4.2063 -0.8451 -4.8536
23 C 3.2719 -3.1994 3.5861
24 O 3.2154 -3.9030 4.5936
25 N 2.7963 -3.5909 2.4857
26 N 3.8189 -2.0691 3.4632
27 H 2.3772 -4.5097 2.4699
28 H 2.8995 -2.9208 1.7371
29 H 4.2205 -1.6485 4.2889
30 H 3.7612 -1.4458 2.6705
31 C -3.8303 -0.0149 -1.2381
32 O -3.0501 -0.9968 -1.3366
33 N -5.0140 -0.1200 -0.6440
34 N -3.4635 1.2412 -1.4899
35 H -5.5676 0.7245 -0.6657
36 H -5.1450 -0.9514 -0.0858
37 H -2.4689 1.3107 -1.6514
38 H -3.9970 2.0120 -1.1140
39 C -0.1420 -0.9503 5.5986
40 O -1.2320 -0.9380 5.0855
41 N 0.0829 -1.5998 6.6400
42 N 0.8319 -0.1876 5.2840
43 H -0.6234 -2.2504 6.9529
44 H 1.0525 -1.5427 6.9169
45 H 1.7073 -0.1305 5.7845
46 H 0.6745 0.2564 4.3906
47 C 2.1342 3.4027 2.6227
48 O 2.8891 3.0707 3.5730
49 N 1.2496 4.3503 2.7442
50 N 2.1868 2.9819 1.3988
51 H 0.5272 4.3677 2.0387
52 H 1.1852 4.7088 3.6863
53 H 2.8553 2.2529 1.1946
54 H 1.3889 3.0458 0.7828
55 C -0.3525 -3.3576 1.8563
56 O -0.1286 -3.6825 0.6743
57 N -0.4596 -2.1265 2.3351
58 N -0.6509 -4.1510 2.8356
59 H -0.8878 -1.8416 3.2043
60 H 0.0245 -1.4196 1.8002
61 H -0.9961 -3.7800 3.7093
62 H -0.5537 -5.1509 2.7314
63 C -0.5609 -2.3438 -4.2055
64 O 0.5498 -2.5233 -4.7062
65 N -0.8551 -1.5363 -3.2181
66 N -1.6782 -3.0948 -4.4338
67 H -0.0615 -1.0170 -2.8709
68 H -1.7181 -1.4796 -2.6965
69 H -1.5372 -3.9103 -5.0127
70 H -2.6435 -2.8652 -4.2451
71 O 1.3435 1.8049 -5.6910
72 H 2.2197 1.6247 -5.3504
73 H 1.1543 1.0662 -6.2696
74 O -2.9773 -0.5914 1.7185
75 H -2.0919 -0.2814 1.5284
76 H -3.4374 -0.5317 0.8813
77 O -2.1637 2.7719 0.9492
78 H -1.3196 3.1773 0.7509
79 H -1.9918 1.8308 0.9155
80 O -0.1293 3.8822 -0.2212
81 H -0.7082 4.5038 -0.6624
82 H -0.3169 3.0415 -0.6387
83 O 0.2934 3.0954 -3.4322
84 H 0.0362 2.4883 -2.7382
85 H 0.1288 2.6155 -4.2439
86 O 3.0455 2.7632 -2.6577
87 H 2.2234 2.4806 -2.2571
88 H 3.3323 2.0099 -3.1740
89 O -0.5495 1.7556 3.4322
90 H -0.6530 1.4677 2.5253
91 H -0.9565 1.0625 3.9520

=====

Here is C13H45AsF6N3O12 as an isolated structure at a distorted geometry from OMol25. Energies are from the ωB97M-V functional and the def2-TZVPD basis.

Summary:
LUMO = 5.476 eV
DFT total energy = -4424.15210 Ha
Max |F| = 9.69 eV Å⁻¹
HOMO = 4.20 eV
Frontier orbital gap = 1.3 eV
Charge = -3

Positions of all 80 atoms, in Å:
1 C 19.8266 -20.7324 12.2558
2 O 21.0490 -20.4647 12.0009
3 O 18.8194 -20.7516 11.4561
4 O 19.9887 -21.9801 12.6381
5 As 17.7057 -20.1147 15.7517
6 F 16.9372 -21.5180 16.5549
7 F 17.6778 -21.0446 14.2396
8 F 18.3490 -18.7905 14.7713
9 F 17.6453 -19.2384 17.2770
10 F 19.3708 -20.6385 16.1284
11 F 16.0918 -19.4027 15.3878
12 O 21.3689 -18.9130 15.0755
13 H 20.4709 -19.2134 15.2767
14 H 21.4449 -18.0687 15.5259
15 O 16.4401 -22.0134 11.8725
16 H 16.6376 -21.0843 12.0237
17 H 15.8065 -22.2429 12.5590
18 O 17.8737 -24.4127 17.8927
19 H 17.4950 -23.6088 18.2677
20 H 17.4235 -25.1293 18.3514
21 O 19.4394 -23.3375 15.7960
22 H 18.9118 -23.7277 16.5073
23 H 19.7236 -22.4902 16.1478
24 O 15.7435 -23.1736 14.4644
25 H 15.7396 -24.0587 14.8365
26 H 16.2107 -22.6355 15.1173
27 O 18.0690 -23.9378 13.0905
28 H 17.9749 -24.8947 13.1135
29 H 18.1217 -23.6772 14.0170
30 C 13.2045 -21.1701 21.2007
31 C 12.3923 -21.3019 19.8808
32 C 13.1556 -20.9935 18.6048
33 O 13.4769 -19.6023 18.8266
34 C 14.2768 -19.0226 17.8188
35 N 11.9108 -22.6817 19.9378
36 H 13.5429 -20.1319 21.2913
37 H 14.1472 -21.7160 21.1392
38 H 12.6874 -21.2438 22.1564
39 H 11.6291 -20.5261 19.9612
40 H 12.6310 -21.2296 17.6733
41 H 14.0987 -21.5254 18.4415
42 H 15.2629 -19.4819 17.7601
43 H 14.5251 -17.9914 18.0909
44 H 13.7603 -18.8344 16.8749
45 H 11.4057 -22.8814 19.0787
46 H 12.6724 -23.3502 19.9222
47 C 14.7852 -15.4076 14.9692
48 C 16.1954 -15.8139 14.4571
49 C 17.2918 -15.6194 15.5207
50 O 17.2117 -14.4177 16.2824
51 C 18.4090 -14.1986 17.0021
52 N 16.1189 -17.1506 13.8505
53 H 13.9473 -15.7862 14.3816
54 H 14.7239 -14.3470 14.7092
55 H 14.5758 -15.5961 16.0208
56 H 16.4479 -15.1924 13.5946
57 H 18.3355 -15.6715 15.1847
58 H 17.3837 -16.4859 16.1895
59 H 19.2950 -13.9794 16.3956
60 H 18.7468 -15.0328 17.6221
61 H 18.2014 -13.2928 17.5722
62 H 15.7323 -17.8079 14.5183
63 H 17.0601 -17.5352 13.8582
64 C 15.8337 -24.4157 23.2902
65 C 17.2727 -24.4555 22.6113
66 C 17.7302 -23.2031 21.9083
67 O 16.8856 -22.9103 20.7722
68 C 17.2025 -21.8187 19.9684
69 N 18.1742 -24.8837 23.6466
70 H 15.4967 -25.4140 23.5688
71 H 15.0872 -23.8907 22.6893
72 H 15.8509 -23.8320 24.2160
73 H 17.0409 -25.2377 21.8856
74 H 18.7564 -23.2956 21.5480
75 H 17.6289 -22.3682 22.6087
76 H 17.0802 -20.8403 20.4368
77 H 16.6829 -21.9319 19.0142
78 H 18.2247 -21.8899 19.5732
79 H 18.0404 -24.1529 24.3374
80 H 17.9332 -25.7708 24.0669

=====

Here is a 10-piece molecular cluster, C13H49N3O10 overall at a distorted geometry from OMol25. Energies are from the ωB97M-V functional and the def2-TZVPD basis.

Summary:
SMILES = COC[C@H](C)N.COC[C@H](C)N.COC[C@H](C)N.CO.O.O.O.O.O.O
LUMO = 0.402 eV
DFT total energy = -1441.29582 Ha
Max |F| = 2.83 eV Å⁻¹
HOMO = -8.83 eV
Frontier orbital gap = 9.2 eV
Relative energy (zero: lowest compared OMol25 entry of this formula, charge and spin) = 15.2 kcal per mole
Charge = 0

Positions of all 75 atoms, in Å:
1 C 7.5363 10.6094 10.7438
2 O 8.0279 11.0477 9.4550
3 C 8.3039 9.9976 8.5014
4 C 8.3782 10.6971 7.1728
5 C 8.5887 9.6915 6.0194
6 N 9.3619 11.7189 7.1928
7 H 7.4588 11.5091 11.3102
8 H 8.3453 10.0001 11.1831
9 H 6.5871 10.0402 10.5917
10 H 9.2763 9.4687 8.7562
11 H 7.5459 9.2155 8.5886
12 H 7.3941 11.1189 6.9069
13 H 7.6879 9.0905 5.9908
14 H 9.4663 9.0252 6.2103
15 H 8.7088 10.1515 4.9923
16 H 9.1787 12.3901 7.9496
17 H 9.4757 12.2245 6.3028
18 C 20.1741 11.0010 6.1101
19 O 19.5690 12.1717 6.4329
20 C 20.0662 12.7617 7.5884
21 C 19.2432 13.9117 8.1658
22 C 19.1533 15.1686 7.3150
23 N 19.7514 14.1593 9.4771
24 H 19.7321 10.6637 5.1951
25 H 19.9308 10.1872 6.8426
26 H 21.2435 11.0775 5.9686
27 H 20.1164 12.0376 8.4229
28 H 21.1478 13.0644 7.3349
29 H 18.2053 13.5098 8.2603
30 H 18.6076 14.9526 6.3284
31 H 20.0951 15.5606 6.9519
32 H 18.5367 15.9616 7.7623
33 H 20.5603 14.7586 9.4064
34 H 19.0952 14.6850 9.9898
35 C 17.9774 8.5475 8.1357
36 O 18.8184 9.4211 8.8601
37 C 18.1960 9.6241 10.1449
38 C 18.8074 10.7616 10.9887
39 C 20.2470 10.3990 11.4354
40 N 17.9205 11.0120 12.1023
41 H 18.5434 8.1841 7.3220
42 H 17.0845 9.1621 7.8384
43 H 17.6104 7.5992 8.7069
44 H 17.1265 9.8519 9.9486
45 H 18.3627 8.6772 10.6068
46 H 18.9162 11.6695 10.4122
47 H 20.1310 9.6603 12.2843
48 H 20.6942 11.2990 11.8712
49 H 20.8532 10.0107 10.5992
50 H 17.1585 10.3405 12.1664
51 H 18.3795 11.2000 12.9571
52 C 14.2570 8.1392 7.7596
53 O 14.3050 9.3818 7.0628
54 H 14.9324 7.4519 7.2486
55 H 14.5643 8.2345 8.7707
56 H 13.1668 7.8166 7.7362
57 H 14.8327 10.0525 7.4934
58 O 16.0200 12.7234 10.4808
59 H 16.5142 12.1471 11.0610
60 H 15.1139 12.7062 10.8038
61 O 17.2261 15.3611 10.1278
62 H 16.6148 14.5674 10.2706
63 H 17.0417 15.7659 11.0086
64 O 13.1477 10.1265 4.5013
65 H 13.4260 9.7196 5.3300
66 H 12.7297 10.9961 4.7625
67 O 12.3044 11.4435 7.9743
68 H 11.3718 11.3068 7.6701
69 H 12.8416 10.8092 7.4824
70 O 16.2610 11.1647 8.0989
71 H 16.8423 11.6405 7.4651
72 H 16.1723 11.7738 8.8876
73 O 13.4738 11.7278 10.4397
74 H 12.7357 11.5378 10.9934
75 H 13.1624 11.6242 9.5047